No. 1
Formula: C6H10
Source: OMol25
Level of theory: ωB97M-V/def2-TZVPD

Structure (ORCA input):
```
! wB97M-V def2-TZVPD RIJCOSX def2/J DEFGRID3
* xyz 0 1
C 0.1081 1.5366 0.0382
C 1.1927 0.8749 -0.3674
C 1.2649 -0.6266 -0.5397
C -0.0774 -1.3323 -0.2777
C -0.8836 -0.6091 0.8024
C -1.1810 0.8740 0.3795
H -0.0174 2.6016 -0.1256
H 2.0664 1.4462 -0.6721
H 2.0588 -1.0480 0.0921
H 1.5761 -0.8398 -1.5742
H -0.6862 -1.3310 -1.1885
H 0.1096 -2.3858 -0.0249
H -0.2591 -0.5979 1.7268
H -1.7739 -1.1865 1.0812
H -1.7625 1.3563 1.1683
H -1.7354 1.2677 -0.5186
*
```

Properties
SMILES string: C1=CCCCC1


No. 2
Formula: C16H22B2CdClF6I2O5
Source: OMol25
Level of theory: ωB97M-V/def2-TZVPD

Structure (ORCA input):
```
! wB97M-V def2-TZVPD RIJCOSX def2/J DEFGRID3
* xyz 1 1
C 1.5781 4.2264 0.2433
C 0.2749 3.7448 0.0407
C -0.2307 3.0137 -1.3122
B -0.9221 1.5821 -0.8207
C -2.4828 1.9900 -0.7308
Cl -3.0944 2.1171 -2.4953
C -3.5323 1.0207 -0.0385
C -3.9332 -0.2158 -1.0223
O -0.6125 0.3234 -1.5527
C 0.4177 -0.5067 -0.9426
C 0.6368 -1.9741 -1.5243
O 1.1708 -2.9810 -0.6016
C 1.2388 -4.2919 -1.1397
F 2.5912 -4.6739 -1.0997
F 0.8209 -4.4408 -2.4406
F 0.5287 -5.2158 -0.2588
B 1.7068 0.1935 -1.7409
C 3.1105 0.6710 -1.1668
O 1.4474 0.4109 -3.1563
C 0.2450 -0.0902 0.6146
C 1.5383 -0.1754 1.5966
O 2.4576 -1.2350 1.2228
C 3.7060 -1.1418 1.8507
F 4.5528 -2.0446 1.1589
F 4.3157 0.0987 1.7681
F 3.6307 -1.6378 3.1707
C -0.9555 -0.4030 1.6280
I -1.2218 1.2510 3.0944
C -1.8477 -1.4416 1.8641
C -2.9685 -1.4157 3.0319
I -1.8645 -3.1311 0.6384
O -0.0749 1.3309 0.3966
H 2.3410 4.4304 -0.5672
H 1.8577 4.4957 1.3219
H -0.5507 3.8907 0.8238
H -0.9419 3.7632 -1.7807
H 0.6722 2.9161 -1.9918
H -2.5626 3.0126 -0.2100
H -3.3204 0.6846 1.0189
H -4.5170 1.6188 0.0342
H -3.0406 -0.6357 -1.5790
H -4.8237 0.0474 -1.6722
H -4.3059 -1.0376 -0.3037
H -0.3658 -2.2833 -2.0048
H 1.3703 -2.0114 -2.4062
H 3.5911 1.3848 -1.9317
H 3.1189 1.2220 -0.1771
H 3.8237 -0.2362 -1.1331
H 1.2017 1.3420 -3.3191
H 1.2149 -0.4126 2.6767
H 1.9633 0.8774 1.6076
H -2.5267 -1.2478 4.0610
H -3.7537 -0.6224 2.7626
H -3.5355 -2.4106 3.0094
Cd 0.8619 -3.7463 1.4841
*
```


No. 3
Formula: CH4FN3
Source: OMol25
Level of theory: ωB97M-V/def2-TZVPD

Structure (ORCA input):
```
! wB97M-V def2-TZVPD RIJCOSX def2/J DEFGRID3
* xyz 0 1
N 0.4613 0.5055 -1.0104
C -0.0513 0.7712 0.2552
N -0.4212 -0.2203 1.0757
N -0.0221 2.0952 0.6493
F -0.6502 2.2333 1.8827
H 0.6021 1.2840 -1.5228
H 0.1270 -0.1259 -1.6674
H -0.8527 -0.2171 1.9619
H -0.3266 -1.1078 0.7005
*
```

Properties
SMILES string: NC(N)=NF


Number 1: HOMO-LUMO gap 10.049 eV. Number 2: HOMO-LUMO gap 2.291 eV. Number 3: HOMO-LUMO gap 9.288 eV.